Entry 1:
The following is a DFT calculation (the ωB97M-V functional and the def2-TZVPD basis) of 4 unconnected molecules or ions with the total composition C28H46ClF9O12.

```
! wB97M-V def2-TZVPD RIJCOSX def2/J DEFGRID3
* xyz 0 1
Cl 2.634 -1.428 -0.480
F -1.378 1.437 -0.069
F 0.733 0.727 2.548
F -1.212 1.509 3.122
F -2.654 -0.859 0.239
F 0.283 3.499 2.915
F -3.318 0.646 1.651
F -2.038 -1.025 2.326
F -0.890 3.506 1.100
F -0.188 -0.300 0.481
O -5.687 3.657 7.996
O 4.016 -1.471 2.384
O 1.009 1.454 -5.247
O 4.537 2.761 1.255
O 3.350 -6.108 -4.465
O -3.409 4.769 6.269
O -1.193 2.464 -7.163
O 3.326 -5.296 -1.495
O 4.736 0.655 2.035
O -3.560 1.691 6.151
O -1.797 1.296 -3.975
O 4.628 -8.020 -2.050
C -5.970 4.035 9.323
C 4.088 -0.514 1.681
C -4.770 4.545 5.941
C 2.304 -6.071 -5.406
C -0.332 1.429 2.090
C -1.215 3.623 -7.963
C 4.083 1.665 1.361
C 3.696 -7.688 -1.035
C -0.089 1.624 -7.448
C -3.506 0.838 5.030
C -1.040 0.635 0.942
C -0.609 1.817 -3.412
C 0.133 2.856 1.712
C -5.729 4.746 7.091
C 0.307 2.399 -4.465
C 2.755 -6.596 -1.487
C -2.735 3.780 7.031
C -2.316 0.209 -3.235
C 3.219 -0.204 0.512
C 1.931 1.986 -0.068
C -2.414 2.517 6.269
C 3.626 -4.842 -3.892
C 4.249 -4.992 -2.528
C -2.302 -0.163 1.339
C 2.962 1.107 0.563
C 1.460 3.022 0.992
C 0.272 0.773 -6.252
C 5.864 -8.459 -1.537
H -2.692 0.108 5.123
H -2.028 2.783 5.279
H 4.217 -7.357 -0.129
H 2.708 -4.251 -3.800
H -0.362 0.964 -8.283
H 2.115 -7.094 -5.727
H -4.455 0.306 4.979
H -5.275 4.809 9.669
H 1.386 -5.670 -4.962
H 1.382 4.001 0.535
H -5.006 5.301 5.189
H 2.574 -5.468 -6.281
H 6.528 -8.624 -2.383
H 1.948 -6.543 -0.752
H -0.614 0.288 -5.838
H 0.782 2.222 -7.739
H 5.073 -5.708 -2.552
H -1.363 3.377 -9.021
H 6.311 -7.700 -0.883
H -4.914 3.566 5.479
H -1.784 4.244 7.304
H 2.385 2.533 -0.881
H -3.270 3.555 7.955
H -1.578 -0.599 -3.153
H 5.756 -9.398 -0.983
H 1.119 1.393 -0.444
H -2.619 0.530 -2.233
H 0.943 -0.007 -6.605
H -6.749 4.826 6.689
H -1.640 1.959 6.815
H 4.666 -4.022 -2.248
H -0.233 3.104 -5.099
H 1.081 2.961 -3.936
H 3.107 -8.584 -0.796
H -3.382 1.410 4.110
H -5.848 3.152 9.947
H 2.201 3.145 1.761
H -5.479 5.682 7.604
H -2.045 4.240 -7.624
H -0.071 1.031 -2.866
H -6.999 4.400 9.423
H -3.187 -0.166 -3.767
H 4.329 -4.309 -4.549
H -0.884 2.615 -2.706
H 2.305 -6.841 -2.449
H -0.287 4.196 -7.853
*
```

As for the LUMO energy: -0.972 eV. The frontier orbital gap is 8.15 eV. The SMILES is O=C1OC(=O)C(CCC(F)(F)C(F)(F)C(F)(F)C(F)(F)F)=C1Cl.COCCOCCOC.COCCOCCOC.COCCOCCOC. The highest occupied orbital energy comes out at -9.122 eV.

Entry 2:
The following is a DFT calculation (the ωB97M-V functional and the def2-TZVPD basis) of a molecular structure, C28H46F6IrOP2.

```
! wB97M-V def2-TZVPD RIJCOSX def2/J DEFGRID3
* xyz 1 5
Ir 0.861 2.737 -1.124
P 0.482 -0.534 -3.248
P 0.749 3.533 -3.026
F -1.426 -4.070 4.676
F -4.451 -2.183 2.375
F -5.043 -1.916 4.477
F -3.210 -4.401 3.433
F -4.117 -0.252 3.377
F -3.434 -3.840 5.531
O -1.740 -1.749 3.128
C -2.620 -2.050 4.038
C -2.393 -1.349 5.374
C 0.913 1.052 1.613
C 2.341 3.792 -3.922
C 0.420 -2.234 -1.465
C 1.048 -3.572 -1.281
C 1.130 1.031 -3.960
C 1.741 3.036 0.706
C -1.598 1.629 1.844
C 0.249 3.132 0.819
C -1.405 -3.920 0.540
C -0.214 1.855 1.364
C 3.454 1.229 1.357
C 0.934 -0.225 2.376
C -0.232 4.955 -3.613
C -2.683 -3.612 4.406
C 0.046 2.092 -3.966
C 1.697 -3.594 0.118
C -0.861 -1.966 -1.027
C 1.535 -1.657 -4.275
C -1.081 -0.795 -4.212
C -1.283 -2.379 0.337
C -4.082 -1.610 3.547
C 0.999 -4.480 1.104
C 2.612 4.241 0.756
C 2.075 1.699 1.153
C -0.318 -4.516 1.359
C -0.387 4.462 1.055
H 1.676 -5.153 1.660
H 0.379 -4.429 -1.395
H 1.429 -1.015 1.801
H 1.939 1.223 -3.220
H -1.394 -1.628 5.723
H -2.260 -1.931 0.585
H 0.388 5.560 -4.290
H 3.566 0.161 1.144
H -0.853 -0.878 -5.286
H -0.681 -5.004 2.262
H 1.850 -3.705 -2.010
H -0.228 2.401 -4.982
H -1.771 0.041 -4.045
H 3.149 3.875 -3.184
H 1.513 -0.092 3.305
H 4.118 1.766 0.678
H -1.527 -1.255 -1.543
H -1.751 0.597 2.201
H -0.550 5.584 -2.772
H 2.545 4.737 -0.214
H 3.808 1.401 2.385
H -2.349 -4.071 1.087
H -1.848 2.310 2.676
H -1.571 -1.712 -3.859
H 1.751 -2.562 0.504
H -0.876 1.820 -3.424
H -2.323 1.842 1.042
H 1.598 0.863 -4.949
H 1.471 -2.692 -3.921
H 2.587 -1.353 -4.193
H 2.284 4.953 1.524
H -1.099 4.607 -4.189
H -0.067 -0.599 2.661
H 1.198 -1.432 -1.294
H 2.272 4.721 -4.504
H 2.561 2.972 -4.619
H 1.201 -1.634 -5.323
H -1.501 -4.414 -0.446
H -3.150 -1.612 6.115
H -0.572 -1.984 1.084
H -2.387 -0.268 5.201
H 3.656 3.963 0.909
H -0.444 4.975 0.086
H -1.382 4.317 1.483
H 0.190 5.078 1.763
H 2.749 -3.916 0.036
*
```

As for the LUMO energy (alpha / beta): -4.472 / -5.470 eV. The frontier orbital gap (alpha / beta) is 4.85 / 3.86 eV. The highest occupied orbital energy (alpha / beta) comes out at -9.319 / -9.333 eV.

Entry 3:
The following is a DFT calculation (the ωB97M-V functional and the def2-TZVPD basis) of 8 unconnected molecules or ions with the total composition C28H46F9N3O36PS8.

```
! wB97M-V def2-TZVPD RIJCOSX def2/J DEFGRID3
* xyz 1 1
S -8.164 2.397 7.608
S -3.242 3.219 3.538
S 9.219 0.691 -0.779
S -8.465 -3.426 6.963
S 12.870 -0.170 -5.176
S 3.157 5.875 -5.572
S -4.754 -0.150 -0.027
S -1.396 -2.146 -1.500
P 0.694 2.417 1.777
F -2.888 -4.709 -6.166
F -2.119 -0.342 -3.479
F -0.749 -3.516 -4.617
F -4.538 -5.349 -4.743
F -3.036 -4.468 -3.006
F -2.106 -1.954 -5.574
F -4.840 -3.393 -5.888
F -4.214 -2.504 -3.544
F -0.022 -1.240 -3.579
O -2.926 1.948 2.943
O 12.444 -1.667 -5.631
O -3.582 2.982 5.103
O 11.705 0.668 -5.209
O 8.661 2.060 -1.448
O -4.891 -0.031 1.393
O 0.168 3.765 0.888
O -6.837 1.582 8.068
O 2.160 2.628 2.137
O -7.969 -4.958 7.155
O 4.254 6.522 -4.920
O -0.678 -3.481 -1.510
O 8.114 -0.215 -0.630
O -9.061 1.118 7.177
O 3.046 4.354 -5.013
O -7.844 3.152 6.428
O -5.300 1.219 -0.714
O -4.722 3.663 3.057
O 5.127 -2.468 -1.311
O -0.203 2.430 3.243
O 1.804 -3.485 0.071
O -2.376 4.358 3.431
O 10.119 0.193 -2.033
O 1.775 6.437 -4.931
O -3.517 -0.513 -0.662
O 3.010 5.839 -6.996
O -2.769 -2.371 -0.927
O -9.987 -3.751 6.507
O 10.095 1.032 0.300
O 13.716 -0.275 -4.026
O -0.669 2.362 -3.134
O -8.755 2.986 8.772
O 13.795 0.188 -6.459
O -7.766 -2.858 5.850
O -8.510 -2.804 8.255
O -5.912 -1.140 -0.579
N 0.479 -1.501 0.694
N 1.931 -0.329 2.563
N 0.352 0.859 1.015
C -6.269 0.886 -1.710
C -4.850 3.577 5.397
C -1.400 -1.543 -3.262
C -8.249 -0.060 7.180
C 9.353 2.310 -2.675
C -6.951 -0.371 -1.191
C -7.168 0.199 8.216
C 5.421 -0.454 0.108
C 0.963 -0.378 1.462
C -0.460 2.375 -1.882
C -9.110 -5.817 7.186
C -10.128 -5.153 6.271
C 5.606 -1.084 -1.375
C 12.862 -1.894 -6.978
C -3.209 -3.436 -3.989
C -1.412 1.533 -0.872
C -0.531 0.469 -0.078
C -5.658 3.439 4.117
C 1.970 4.265 -4.080
C -0.485 -1.059 -0.318
C 0.975 5.333 -4.509
C 0.986 -2.858 1.066
C -3.858 -4.202 -5.280
C 3.695 -2.484 -1.157
C -1.846 -2.671 -4.348
C 14.086 -1.014 -7.173
C 9.754 0.940 -3.197
C 3.217 -3.179 0.240
H -11.147 -5.476 6.486
H 8.708 2.845 -3.373
H -7.818 -0.179 6.181
H 2.367 4.474 -3.081
H 8.906 0.434 -3.670
H 3.465 -2.548 1.160
H 0.382 4.998 -5.365
H 6.738 -1.141 -1.609
H -7.549 0.050 9.230
H -1.173 2.440 2.986
H 1.545 -2.841 2.079
H 3.776 -4.193 0.272
H 0.307 5.629 -3.699
H 3.197 -3.097 -2.001
H -6.059 2.427 4.011
H 3.200 -1.451 -1.175
H 14.975 -1.467 -6.724
H -5.738 0.688 -2.646
H -6.969 1.708 -1.858
H 1.534 3.266 -4.095
H 10.588 0.989 -3.903
H -6.474 4.159 4.066
H 1.357 -0.437 3.423
H -8.845 -6.821 6.854
H 13.084 -2.950 -7.135
H -1.854 2.297 -0.121
H -9.900 -5.347 5.220
H -7.428 -0.941 -1.989
H 12.048 -1.592 -7.643
H 4.312 -0.214 0.325
H -9.473 -5.860 8.216
H -0.615 4.128 1.374
H -8.850 -0.936 7.422
H 5.767 -1.246 0.860
H 2.632 -1.084 2.495
H 5.072 -0.499 -2.204
H -2.285 1.093 -1.457
H -7.692 -0.130 -0.424
H 10.232 2.921 -2.452
H 6.029 0.517 0.196
H 14.282 -0.800 -8.224
H 0.066 -3.537 1.250
H -6.288 -0.426 8.065
H -4.679 4.628 5.645
H -5.322 3.078 6.243
H 0.402 3.046 -1.528
*
```

As for the LUMO energy: -3.851 eV. The frontier orbital gap is 7.66 eV. The highest occupied orbital energy comes out at -11.509 eV.

Entry 4:
The following is a DFT calculation (the ωB97M-V functional and the def2-TZVPD basis) of 9 unconnected molecules or ions with the total composition C28H47BBr2F3N12O.

```
! wB97M-V def2-TZVPD RIJCOSX def2/J DEFGRID3
* xyz 1 1
Br -2.763 -2.812 3.964
Br 0.344 -0.200 1.833
F -0.741 -2.612 1.937
F -0.972 -0.833 4.373
F -2.104 -1.147 1.040
O -5.709 3.100 2.599
N -4.251 1.055 -1.918
N 4.166 -6.503 1.548
N 5.525 -5.434 -2.807
N 10.090 -5.542 -0.989
N -4.382 2.784 -0.295
N -4.365 3.826 -3.178
N 1.882 4.011 1.356
N 4.852 -10.761 -0.948
N 5.463 -2.089 1.116
N -8.142 3.652 -4.296
N -0.239 5.563 -2.755
N -4.092 0.731 0.451
C 3.128 -7.595 -0.575
C -5.274 3.244 -5.546
C -1.919 -1.109 3.427
C 2.972 -2.798 0.857
C -0.376 4.855 0.831
C -3.032 -0.061 3.424
C -2.764 1.212 2.592
C -3.487 2.920 0.883
C 11.562 -3.399 -0.863
C -4.753 3.555 -4.222
C -4.263 1.485 -0.635
C 6.079 -5.065 -1.873
C 0.605 6.338 -2.780
C -7.194 4.480 -2.020
C 6.104 -9.927 1.178
C 1.011 4.539 0.303
C -1.062 3.606 1.392
C 5.408 -10.403 -0.013
C -2.028 2.949 0.372
C 4.367 -2.406 1.006
C -7.741 4.036 -3.294
C 10.737 -4.598 -0.932
C 1.675 7.327 -2.815
C -1.217 -1.341 2.052
C -6.315 0.644 2.655
C 3.707 -6.980 0.611
C 6.772 -4.604 -0.677
C -3.880 1.608 1.634
B -5.322 1.832 2.318
H -6.414 3.112 3.252
H -6.464 0.620 3.733
H -1.666 1.945 0.161
H -7.274 0.794 2.165
H -5.965 -0.337 2.342
H -3.366 0.841 -2.338
H -4.649 -0.109 0.535
H -0.262 5.571 1.647
H 2.654 -2.644 -0.172
H -3.617 3.846 1.425
H 2.817 -8.613 -0.350
H -2.010 3.546 -0.537
H 7.166 -9.826 0.966
H 2.518 6.936 -3.380
H -3.149 0.231 4.463
H 5.967 -10.637 1.991
H 10.995 -2.542 -1.219
H 0.918 3.795 -0.487
H -7.732 4.009 -1.199
H 6.359 -3.646 -0.371
H -5.074 0.954 -2.480
H -3.952 -0.552 3.146
H 6.628 -5.321 0.129
H -5.753 4.127 -5.963
H 11.869 -3.223 0.165
H -6.148 4.193 -1.978
H 2.849 -3.848 1.118
H 1.318 8.238 -3.291
H -2.691 2.053 3.276
H -4.460 2.933 -6.198
H 1.889 4.640 2.149
H -1.576 3.853 2.316
H 1.999 7.557 -1.802
H 1.442 5.448 -0.118
H 5.706 -8.959 1.477
H 3.866 -7.618 -1.376
H -1.826 1.179 2.059
H 7.835 -4.510 -0.880
H -7.276 5.561 -1.926
H -6.009 2.445 -5.476
H 2.835 3.983 1.020
H -4.186 3.354 -1.124
H 2.265 -7.020 -0.905
H -0.292 2.882 1.641
H 2.358 -2.186 1.516
H 12.446 -3.526 -1.484
H -0.950 5.337 0.045
*
```

As for the LUMO energy: -3.002 eV. The frontier orbital gap is 8.52 eV. The highest occupied orbital energy comes out at -11.526 eV.

Entry 5:
The following is a DFT calculation (the ωB97M-V functional and the def2-TZVPD basis) of a molecular structure, C28H47BrCoN2OP2.

```
! wB97M-V def2-TZVPD RIJCOSX def2/J DEFGRID3
* xyz 2 4
Br 1.958 1.055 0.294
Co -0.297 -0.070 0.917
P -0.349 -2.115 0.111
P 5.601 -0.765 0.310
O -1.010 -0.157 2.708
N -1.704 0.114 4.839
N -6.620 5.217 -5.035
C -2.038 -2.093 -0.550
C 0.434 1.703 -0.659
C 6.771 1.722 0.081
C 4.841 -1.231 -1.293
C 5.776 -2.320 -1.852
C -0.736 -0.042 3.939
C -0.857 1.349 -2.651
C -1.431 0.453 6.233
C -1.999 1.824 -1.925
C 5.351 -1.923 2.821
C -3.949 3.308 -2.287
C -5.550 5.207 -2.896
C -3.136 2.280 -2.697
C 4.553 -1.544 1.562
C -1.235 -4.476 1.543
C -3.086 -1.684 0.482
C -6.391 5.802 -3.847
C -3.080 0.020 4.374
C 0.393 -2.513 -2.565
C -5.108 3.461 -4.488
C -0.737 2.034 0.132
C 5.465 1.042 0.520
C -4.868 3.983 -3.192
C 0.870 -2.641 -1.120
C -0.265 -3.297 1.490
C -1.997 2.039 -0.539
C 0.374 1.449 -2.036
C -6.013 4.087 -5.361
H 0.767 -3.674 1.481
H 4.785 -0.339 -1.942
H 5.286 1.187 1.602
H 4.135 -2.438 1.066
H -3.251 1.895 -3.725
H 5.536 -1.050 3.458
H -2.213 -4.197 1.952
H 6.930 1.666 -1.000
H 4.764 -2.645 3.397
H -6.235 3.603 -6.333
H -3.743 0.162 5.234
H -3.255 -0.964 3.929
H -0.763 -0.280 6.699
H 4.576 1.383 -0.032
H 6.753 2.779 0.356
H 1.198 -2.807 -3.247
H -1.029 0.988 -3.683
H 6.824 -2.021 -1.726
H -2.998 2.157 -0.049
H -3.765 -2.513 0.711
H 1.777 -2.036 -0.954
H -5.422 5.707 -1.939
H -3.277 0.801 3.623
H -2.043 -1.372 -1.385
H -2.652 -1.326 1.428
H 5.645 -3.266 -1.317
H -0.464 -3.165 -2.762
H 3.818 -1.600 -1.108
H -3.877 3.714 -1.270
H -3.692 -0.860 0.092
H 1.131 -3.686 -0.885
H -0.365 -2.700 2.410
H 7.628 1.242 0.570
H -6.914 6.740 -3.658
H -2.369 0.479 6.773
H 6.321 -2.377 2.576
H -1.392 -4.970 0.578
H 5.589 -2.502 -2.908
H 3.752 -0.822 1.779
H -0.947 1.432 6.327
H -0.820 -5.231 2.221
H 0.323 -0.085 4.267
H -2.226 -3.090 -0.976
H -0.609 2.377 1.178
H 1.339 1.338 -2.520
H 0.109 -1.481 -2.805
H -4.595 2.570 -4.847
*
```

As for the LUMO energy (alpha / beta): -6.017 / -7.117 eV. The frontier orbital gap (alpha / beta) is 5.79 / 4.69 eV. The highest occupied orbital energy (alpha / beta) comes out at -11.804 / -11.804 eV.

Energy: -3356.189015; -2555.402104; -8392.404241; -7299.679984; -5918.731717 (Ha)